Record 1
Formula: C21H29Cl2GaO4
Source: the OMol25 dataset
Level of theory: ωB97M-V/def2-TZVPD

Results
Energy above the lowest of the compared OMol25 structures with the same formula, charge and spin: 124.0 kJ/mol
Highest occupied orbital energy: -7.9 eV
HOMO-LUMO gap: 7.84 eV

ORCA input file:
```
! RIJCOSX wB97M-V def2-TZVPD def2/J DEFGRID3
* xyz 0 1
O -0.99 -1.98 -2.35
C -0.31 -3.23 -2.71
C -0.82 -3.21 -4.15
H -0.67 -4.09 -2.13
H 0.77 -3.13 -2.60
C -1.56 -1.92 -3.69
H -1.47 -4.04 -4.44
H -0.03 -3.03 -4.88
C -3.06 -2.07 -3.53
H -3.26 -2.91 -2.86
H -3.54 -2.27 -4.48
H -3.47 -1.14 -3.12
C -1.10 -0.68 -4.42
H -0.01 -0.60 -4.39
H -1.54 0.23 -3.97
H -1.41 -0.73 -5.47
Ga -0.01 1.07 2.60
C 1.46 4.16 2.12
C 1.81 3.01 2.83
C 1.98 1.91 1.88
H 1.98 2.90 3.90
C 1.81 2.53 0.57
C 1.42 3.86 0.73
H 1.15 4.55 -0.06
H 1.32 5.16 2.54
H 2.53 0.98 2.06
H 2.05 2.03 -0.37
C -2.04 2.77 3.10
C -1.89 3.38 1.84
C -1.87 2.39 0.83
H -1.85 4.45 1.66
C -1.95 1.11 1.44
C -2.09 1.33 2.90
H -2.51 0.61 3.61
H -2.14 3.27 4.06
H -1.93 2.56 -0.24
H -2.12 0.15 0.96
O 0.10 -1.12 -0.49
C 0.71 -0.14 -1.36
C 2.19 -0.49 -1.54
H 0.57 0.87 -0.93
H 0.16 -0.13 -2.32
C 2.38 -1.82 -0.79
H 2.77 0.29 -1.05
H 2.48 -0.55 -2.60
C 1.13 -1.90 0.09
H 3.32 -1.80 -0.22
H 2.42 -2.66 -1.49
H 1.34 -1.48 1.10
H 0.73 -2.92 0.26
Cl 2.66 -0.32 4.29
C 1.05 -0.52 4.97
Cl 0.14 1.10 5.14
C 0.23 -1.41 4.01
O -0.06 -2.54 4.38
O -0.04 -0.88 2.83
H 1.11 -0.96 5.98
*
```

***

Record 2
Formula: C21H29FINO6S2
Source: the OMol25 dataset
Level of theory: ωB97M-V/def2-TZVPD

Results
Highest occupied orbital energy: -8.7 eV
SMILES: CC[C@H](I)N1C(=O)c2cccc(CCF)c2C1=O.O=S1(=O)CCCC1.O=S1(=O)CCCC1
HOMO-LUMO gap: 7.74 eV

ORCA input file:
```
! RIJCOSX wB97M-V def2-TZVPD def2/J DEFGRID3
* xyz 0 1
C -1.51 0.82 6.97
C -1.13 2.41 7.13
C -1.24 3.30 5.75
I -2.64 5.02 5.99
N -1.50 2.50 4.49
C -2.94 2.13 4.17
O -4.02 1.99 4.93
C -2.97 1.82 2.56
C -4.08 1.12 1.58
C -3.71 0.95 -0.01
C -2.25 1.46 -0.65
C -1.10 2.15 0.36
C 0.37 2.64 -0.16
C 1.41 1.37 0.16
F 1.75 1.31 1.63
C -1.54 2.31 1.93
C -0.77 2.93 3.24
O 0.30 3.71 3.04
H -2.67 0.63 7.12
H -1.17 0.33 5.96
H -0.98 0.22 7.85
H 0.00 2.46 7.50
H -1.76 2.96 7.98
H -0.18 3.81 5.60
H -5.11 0.74 2.05
H -4.45 0.45 -0.80
H -1.96 1.36 -1.78
H 0.43 2.88 -1.31
H 0.76 3.56 0.45
H 2.38 1.55 -0.48
H 0.82 0.39 -0.18
C 3.81 -0.04 -4.51
C 2.65 -0.06 -5.50
C 1.36 -0.08 -4.69
S 1.72 0.75 -3.15
O 1.61 -0.22 -2.07
O 1.05 2.03 -3.11
C 3.45 1.02 -3.48
H 4.76 0.18 -5.00
H 3.91 -1.02 -4.02
H 2.69 0.84 -6.12
H 2.71 -0.93 -6.17
H 0.56 0.46 -5.20
H 1.04 -1.10 -4.46
H 4.03 0.94 -2.55
H 3.56 2.03 -3.90
C 0.34 -4.36 -0.66
C -0.08 -5.59 -1.47
C -0.66 -5.09 -2.79
S 0.14 -3.52 -3.13
O -0.86 -2.48 -3.07
O 1.03 -3.68 -4.26
C 1.10 -3.47 -1.63
H 0.96 -4.63 0.20
H -0.55 -3.84 -0.29
H 0.80 -6.21 -1.67
H -0.80 -6.20 -0.92
H -0.45 -5.78 -3.61
H -1.74 -4.91 -2.71
H 1.19 -2.44 -1.29
H 2.09 -3.88 -1.86
*
```

***

Record 3
Formula: C21H29FN2O2
Source: the OMol25 dataset
Level of theory: ωB97M-V/def2-TZVPD

Results
Energy above the lowest of the compared OMol25 structures with the same formula, charge and spin: 111.3 kJ/mol
Highest occupied orbital energy: -8.6 eV
SMILES: C[C@H]1CCCN(C(=O)CN2[C@@H]3CC[C@H]2C[C@](O)(c2ccc(F)cc2)C3)C1
HOMO-LUMO gap: 9.30 eV

ORCA input file:
```
! RIJCOSX wB97M-V def2-TZVPD def2/J DEFGRID3
* xyz 0 1
C 2.56 3.61 2.34
H 2.54 4.41 1.61
C 1.69 2.44 1.87
C 1.70 1.29 2.88
C 0.78 0.18 2.40
H 0.74 -0.63 3.14
C -0.63 0.71 2.16
N -0.60 1.81 1.23
C -1.29 1.91 0.07
O -1.13 2.84 -0.70
C -2.34 0.83 -0.23
N -1.72 -0.36 -0.80
C -1.90 -0.49 -2.24
C -0.89 -1.53 -2.77
H -0.18 -1.08 -3.46
H -1.43 -2.31 -3.32
C -0.11 -2.26 -1.66
C 1.09 -1.46 -1.18
C 1.28 -0.11 -1.45
C 2.44 0.53 -1.06
C 3.41 -0.18 -0.38
C 3.24 -1.52 -0.07
C 2.08 -2.15 -0.48
H 1.94 -3.20 -0.28
H 4.01 -2.05 0.47
F 4.54 0.45 0.01
H 2.60 1.57 -1.30
H 0.52 0.46 -1.95
O 0.35 -3.51 -2.17
H 0.98 -3.34 -2.87
C -1.04 -2.63 -0.48
H -0.45 -2.65 0.43
H -1.41 -3.64 -0.67
C -2.21 -1.64 -0.33
H -2.50 -1.60 0.73
C -3.43 -2.00 -1.22
H -3.38 -3.04 -1.55
H -4.36 -1.87 -0.66
C -3.33 -1.03 -2.39
H -3.50 -1.50 -3.36
H -4.05 -0.21 -2.29
H -1.75 0.47 -2.73
H -3.04 1.30 -0.94
H -2.90 0.59 0.67
C 0.25 2.90 1.64
H 0.21 3.67 0.86
H -0.15 3.32 2.58
H -1.25 -0.09 1.77
H -1.06 1.07 3.11
H 1.16 -0.24 1.46
H 2.71 0.91 3.00
H 1.36 1.66 3.85
H 2.09 2.07 0.92
H 3.59 3.28 2.47
H 2.20 3.99 3.29
*
```

***

Record 4
Formula: C21H29GeN4O2PrS4Sb
Source: the OMol25 dataset
Level of theory: ωB97M-V/def2-TZVPD

Results
Highest occupied orbital energy (spin up / spin down): 0.6 / 0.5 eV
HOMO-LUMO gap (spin up / spin down): 2.70 / 2.71 eV

ORCA input file:
```
! RIJCOSX wB97M-V def2-TZVPD def2/J DEFGRID3
* xyz -2 4
Pr -1.01 0.70 -0.63
N 0.29 2.44 3.05
C 0.10 1.83 4.30
C 0.43 2.50 5.48
C 0.18 1.91 6.73
C -0.39 0.64 6.80
C -0.70 -0.05 5.63
C -0.45 0.54 4.38
S -0.81 -0.36 2.89
N -0.97 0.85 1.76
C -0.42 2.03 1.92
C -0.62 3.15 0.84
C -1.06 4.38 1.32
C -1.13 5.46 0.44
C -0.79 5.28 -0.90
C -0.38 4.02 -1.31
N -0.28 2.96 -0.48
H 0.70 3.36 3.06
H 0.86 3.49 5.45
H 0.42 2.45 7.64
H -0.59 0.18 7.76
H -1.13 -1.04 5.69
H -1.34 4.52 2.36
H -1.46 6.43 0.79
H -0.84 6.10 -1.61
H -0.11 3.83 -2.34
S -5.24 0.70 1.32
Sb -5.07 0.70 -0.71
S -3.26 2.31 -0.63
S -3.26 -0.90 -0.63
C 0.80 0.40 -5.74
Ge 0.80 0.40 -3.80
C 1.96 1.82 -3.15
C 1.44 -1.31 -3.15
C -1.01 0.70 -3.15
H 1.83 0.23 -6.11
H 0.43 1.38 -6.11
H 0.14 -0.41 -6.11
H 2.99 1.65 -3.52
H 1.96 1.82 -2.04
H 1.59 2.80 -3.53
H 2.47 -1.48 -3.52
H 0.78 -2.12 -3.52
H 1.44 -1.31 -2.04
H -1.67 -0.11 -3.52
O 1.87 -2.13 -0.19
C 0.61 -2.27 -0.34
O -0.31 -1.47 -0.63
C 0.21 -3.75 -0.10
N 1.48 -4.58 0.22
C 1.60 -5.66 -0.77
C 0.19 -5.84 -1.29
C -0.34 -4.41 -1.36
H -0.45 -3.86 0.76
H 1.50 -4.85 1.21
H 2.21 -3.84 0.11
H 2.00 -6.55 -0.28
H 2.29 -5.32 -1.55
H -0.40 -6.43 -0.59
H 0.17 -6.34 -2.26
H -1.43 -4.39 -1.38
H 0.03 -3.92 -2.26
H 1.15 0.70 -0.63
*
```

***

no.,DFT total energy (eV)
1,-107854.795
2,-68498.791
3,-32041.301
4,-152761.389